Record 1
Below is C21H26InN5O3 as an isolated structure at a distorted geometry, with properties calculated with wB97M-V/def2-TZVPD.

ORCA input file:
```
! RIJCOSX wB97M-V def2-TZVPD def2/J DEFGRID3
* xyz 3 2
In 5.9858 25.2940 13.3239
O 5.5042 24.8526 18.3494
C 6.1819 24.7016 17.2676
O 7.2945 24.2424 17.3324
O 5.7241 24.9744 16.1365
H 6.2250 24.6903 18.9624
N 6.7897 20.8082 18.0128
C 7.7033 19.7679 17.7381
C 8.7390 19.8759 18.7131
C 8.4411 20.8859 19.5227
C 7.1873 21.4248 19.1794
H 5.9420 20.8710 17.4672
H 7.5108 18.9880 17.0163
H 9.5300 19.1658 18.9041
H 8.9538 21.1555 20.4342
H 6.5518 22.1919 19.5968
N 5.4813 26.1512 21.1947
C 5.0960 25.0027 21.8242
C 6.3329 24.4339 22.3190
C 7.3209 25.3659 21.8969
C 6.8290 26.4089 21.2571
H 4.8200 26.7750 20.7548
H 4.0739 24.6614 21.8963
H 6.4187 23.6639 23.0713
H 8.3936 25.4064 22.0156
H 7.1833 27.3068 20.7727
N 10.5651 25.3207 18.1596
C 9.8080 24.8058 19.1898
C 10.5737 23.8772 19.9033
C 11.8085 23.8227 19.1783
C 11.7323 24.6190 18.1054
H 10.3494 26.1383 17.6071
H 8.8447 25.2860 19.2780
H 10.1555 23.3525 20.7496
H 12.7032 23.2657 19.4141
H 12.5399 24.8397 17.4231
N 4.0059 29.6734 20.3862
C 4.9192 29.7539 19.3844
C 4.9734 28.5369 18.6572
C 3.8904 27.7133 19.1112
C 3.3304 28.4914 20.0942
H 3.8452 30.2207 21.2197
H 5.4927 30.6687 19.4110
H 5.6260 28.2966 17.8309
H 3.6235 26.7611 18.6770
H 2.4716 28.1879 20.6746
N 2.5134 22.2144 18.5533
C 2.9414 22.6104 17.3089
C 1.9887 22.1585 16.4696
C 1.0123 21.5575 17.1333
C 1.4039 21.4396 18.4773
H 2.9711 22.4844 19.4122
H 3.8605 23.1613 17.1742
H 1.9737 22.1884 15.3901
H 0.1880 21.1836 16.5442
H 1.0092 20.9871 19.3750
*
```

## Properties
- E_HOMO (spin up / spin down) (hartree) = -0.544 / -0.542
- F_max (eV/A) = 5.3
- E (a.u.) = -1504.1852

Record 2
Below is C29H24N4O2SSeTm as an isolated structure at a distorted geometry, with properties calculated with wB97M-V/def2-TZVPD.

ORCA input file:
```
! RIJCOSX wB97M-V def2-TZVPD def2/J DEFGRID3
* xyz -2 4
Tm 12.7748 11.9074 6.9124
O 13.6122 10.2024 8.3461
N 14.9281 10.1117 8.5948
C 15.3997 8.8372 8.7340
C 16.7658 8.5695 8.9608
C 17.6049 9.7836 8.9159
C 17.0868 10.9801 8.9181
C 15.6936 11.3046 8.6376
S 14.9787 12.8291 8.6094
H 14.7179 8.1044 9.0604
H 17.1753 7.6471 8.6955
H 18.6793 9.6125 9.0465
H 17.6322 11.9989 9.0090
C 17.0989 11.6040 5.0426
C 15.7962 11.8571 5.5168
N 14.9274 11.0403 6.0324
C 15.0628 9.6965 5.6583
C 16.4827 9.1770 5.2503
C 17.3685 10.2155 4.9346
C 16.4507 7.8221 5.3732
C 15.4648 6.8131 5.6296
C 14.1601 7.4824 5.7600
C 12.9204 6.6615 5.6385
C 11.6792 7.3686 5.7584
C 11.6230 8.6595 5.7696
N 12.7995 9.4189 5.9908
C 14.0285 8.8282 5.9016
H 17.8336 12.1029 4.3041
H 15.3704 12.9892 5.4353
H 18.1166 9.9109 4.0485
H 17.4835 7.2923 5.4119
H 15.6476 5.7608 5.3085
H 12.9206 5.5575 5.5970
H 10.8177 6.8026 5.6963
H 10.7804 9.1980 5.4828
Se 12.5905 13.7366 4.9789
C 6.9179 10.9019 5.7651
C 8.0096 11.7204 5.4324
C 9.1608 11.7431 6.0907
C 9.3679 10.8490 7.1494
C 10.6707 10.7863 7.8245
C 10.7250 9.9734 8.9321
C 9.6060 9.2523 9.4146
C 8.4168 9.2513 8.7863
C 8.2668 10.1452 7.6256
C 7.0413 10.0812 6.8987
H 5.9395 11.0096 5.2698
H 7.9995 12.3675 4.5642
H 9.9110 12.3854 5.7474
H 11.6992 9.8828 9.4377
H 9.8430 8.6081 10.2610
H 7.6427 8.5974 9.0475
H 6.2826 9.3912 7.2536
C 10.0980 14.4276 9.7119
C 10.9089 14.0245 8.5003
N 10.6533 14.6413 7.3636
O 11.7971 13.1610 8.5818
H 10.6807 15.0922 10.3259
H 9.8740 13.5332 10.3113
H 9.1770 14.8796 9.4897
H 9.9368 15.3966 7.3298
H 11.1628 14.4178 6.4982
*
```

## Properties
- E_HOMO (spin up / spin down) (hartree) = 0.013 / -0.026
- F_max (eV/A) = 7.7
- E (a.u.) = -5373.7274

Record 3
Below is an isolated molecule of C23H24N4O3 at a distorted geometry, with properties calculated with wB97M-V/def2-TZVPD.

ORCA input file:
```
! RIJCOSX wB97M-V def2-TZVPD def2/J DEFGRID3
* xyz 0 1
C 7.9873 1.8570 1.5775
H 9.0105 1.9524 1.9380
O 7.6400 0.5083 1.7695
C 6.3912 0.1013 1.3964
C 5.4144 0.9160 0.8371
C 4.1762 0.4013 0.4941
C 3.8862 -0.9420 0.7025
C 4.8709 -1.7589 1.2649
C 6.1019 -1.2477 1.6064
H 6.8631 -1.8764 2.0402
H 4.6666 -2.8074 1.4349
N 2.6685 -1.5366 0.3860
C 1.5396 -1.0127 -0.1639
N 1.5135 0.2684 -0.4659
C 0.4140 0.8049 -0.9988
C -0.7342 0.1038 -1.2566
C -0.7475 -1.2870 -0.9684
C -1.8748 -2.0889 -1.2353
C -1.8710 -3.4231 -0.9362
C -0.7384 -4.0068 -0.3582
C 0.3762 -3.2525 -0.0992
C 0.4081 -1.8778 -0.3955
H 1.2339 -3.7443 0.3386
H -0.7432 -5.0608 -0.1228
H -2.7367 -4.0339 -1.1465
H -2.7341 -1.6296 -1.7010
C -1.9182 0.7580 -1.8971
O -2.0371 0.8308 -3.1079
N -2.8294 1.2774 -1.0444
C -2.8054 1.1606 0.3931
H -1.8563 0.7296 0.7132
C -3.9687 0.2900 0.8765
H -3.9782 0.2903 1.9669
H -3.8213 -0.7358 0.5307
C -5.3120 0.8083 0.3506
C -5.7125 2.1187 1.0274
O -4.9752 2.8026 1.6995
N -7.0031 2.4658 0.8094
H -7.6376 1.8922 0.2843
H -7.3499 3.3176 1.2185
C -5.2409 0.9905 -1.1738
C -4.0466 1.8660 -1.5533
H -3.9502 1.9407 -2.6384
H -4.1639 2.8681 -1.1269
H -6.1586 1.4406 -1.5557
H -5.1232 0.0107 -1.6422
H -6.0916 0.0734 0.5848
H -2.9061 2.1589 0.8301
H 0.4847 1.8629 -1.2136
H 2.6368 -2.5236 0.5942
H 3.4241 1.0367 0.0601
H 5.6009 1.9632 0.6590
H 7.9499 2.1359 0.5192
H 7.3382 2.5259 2.1522
*
```

## Properties
- E_HOMO (hartree) = -0.269
- SMILES string = COc1ccc(Nc2ncc(C(=O)N3CCC(C(N)=O)CC3)c3ccccc23)cc1
- F_max (eV/A) = 1.0
- E (a.u.) = -1335.6541

Record 4
Below is a 2-piece molecular cluster, C20H33BO6P overall at a distorted geometry, with properties calculated with wB97M-V/def2-TZVPD.

ORCA input file:
```
! RIJCOSX wB97M-V def2-TZVPD def2/J DEFGRID3
* xyz -1 1
C 0.3819 -1.8027 2.5853
C 1.5229 -2.6148 1.6713
O 2.3132 -3.5737 2.1850
O 1.6172 -2.1535 0.2496
C 2.9676 -1.6542 -0.0528
C 3.4186 -0.3176 0.7860
C 3.1601 1.1030 -0.0215
C 1.8479 1.8558 0.6369
C 1.9069 3.5050 0.4075
C 0.6035 4.1025 1.2669
C -0.7133 3.8840 0.2972
C -2.1552 4.0046 1.0679
C -2.6653 2.6350 1.8102
O -1.7885 2.0030 2.8216
B -2.5622 0.7515 3.1371
O -3.5549 0.4646 2.0563
C -3.0098 1.2933 0.9333
P -4.4663 1.2905 -0.3017
C -4.8926 -0.5771 -0.6561
C -6.0936 1.9617 0.5046
H 0.3743 -2.2051 3.6881
H -0.7023 -1.9276 2.1034
H 0.7334 -0.6627 2.5540
H 3.7563 -2.5080 0.1751
H 3.0006 -1.3565 -1.1994
H 2.9063 -0.1954 1.8353
H 4.5843 -0.4374 1.0110
H 2.9363 0.8572 -1.1547
H 4.1179 1.7692 0.1024
H 0.8863 1.4084 0.1316
H 1.7782 1.6815 1.8146
H 2.9307 3.9701 0.7592
H 1.7534 3.6936 -0.7392
H 0.8349 5.2502 1.4420
H 0.5315 3.4828 2.2695
H -0.6663 2.8839 -0.3120
H -0.6714 4.7641 -0.5050
H -2.9702 4.3253 0.2690
H -2.1335 4.8580 1.9017
H -3.6872 2.9229 2.3022
H -1.9676 -0.2578 3.2430
H -3.1070 0.8288 4.1859
H -2.1341 0.6209 0.5457
H -3.9386 -1.2204 -0.8852
H -5.6222 -0.6219 -1.5991
H -5.4974 -1.0731 0.2334
H -5.8819 2.4367 1.5633
H -6.9098 1.1012 0.6345
H -6.5545 2.7226 -0.2667
C 3.3340 -4.8590 -5.2084
C 3.6885 -3.6567 -4.7446
C 3.1699 -3.1481 -3.4594
O 3.4922 -2.0469 -3.0351
C 2.2463 -4.0197 -2.7064
C 1.8919 -5.2220 -3.1702
C 2.4104 -5.7306 -4.4554
O 2.0881 -6.8318 -4.8797
H 3.7046 -5.2468 -6.1494
H 4.3655 -3.0059 -5.2847
H 1.8757 -3.6319 -1.7654
H 1.2148 -5.8728 -2.6300
*
```

## Properties
- E_HOMO (hartree) = -0.141
- F_max (eV/A) = 8.5
- E (a.u.) = -1599.2884

Record 5
Below is C42H38N6O3P2PrS as an isolated structure at a distorted geometry, with properties calculated with wB97M-V/def2-TZVPD.

ORCA input file:
```
! RIJCOSX wB97M-V def2-TZVPD def2/J DEFGRID3
* xyz 1 3
Pr 0.5263 -18.6426 -10.2794
C -2.8686 -20.4510 -8.9254
P -2.6770 -18.5570 -8.5719
C -0.9874 -18.4874 -7.9822
C -0.2095 -19.5984 -7.5609
C 1.1570 -19.4334 -7.1962
C 1.7898 -18.1647 -7.2655
C 1.0073 -17.0535 -7.6989
C -0.3744 -17.2301 -8.0171
C -3.6005 -18.3261 -7.0294
C -3.2981 -18.8303 -5.7476
C -4.1872 -18.6081 -4.6953
C -5.3421 -17.8093 -4.8590
C -5.6238 -17.2858 -6.1291
C -4.7966 -17.5816 -7.2340
C -2.0664 -20.8979 -10.1021
C -2.7528 -21.6320 -11.1364
C -1.7516 -22.1204 -11.9730
C -0.5512 -21.5483 -11.5296
C 0.7255 -21.9203 -12.2640
P 2.1793 -21.3349 -11.2987
C 3.5059 -21.7570 -12.4088
C 4.7756 -21.3198 -12.0357
C 5.8861 -21.7201 -12.7954
C 5.7387 -22.6483 -13.8488
C 4.5001 -23.1269 -14.1580
C 3.3231 -22.6366 -13.4863
C 2.2063 -22.7638 -10.1293
C 2.9590 -22.4724 -9.0022
C 3.4898 -23.5194 -8.2659
C 3.2242 -24.9169 -8.5703
C 2.3861 -25.1458 -9.6475
C 1.7922 -24.0719 -10.3666
N -0.7249 -20.8117 -10.3380
H -3.9637 -20.5564 -9.1173
H -2.5762 -21.0445 -8.0305
H -0.7179 -20.6173 -7.4847
H 1.7279 -20.3231 -6.9849
H 2.8613 -18.0933 -7.0588
H 1.5438 -16.1160 -7.9646
H -0.9337 -16.3658 -8.4788
H -2.4088 -19.4553 -5.6140
H -3.8618 -18.8234 -3.6939
H -6.0267 -17.6514 -4.0753
H -6.4667 -16.6518 -6.2614
H -5.0239 -17.3424 -8.2569
H -3.8287 -21.8146 -11.2108
H -1.7944 -22.6838 -12.8776
H 0.7679 -21.3582 -13.1949
H 0.6908 -22.9482 -12.4091
H 4.9302 -20.5816 -11.2515
H 6.8136 -21.2545 -12.4732
H 6.6479 -22.9400 -14.4215
H 4.3746 -23.8848 -14.9563
H 2.2915 -22.9027 -13.8516
H 3.2432 -21.4577 -8.7290
H 4.1608 -23.2696 -7.4566
H 3.7338 -25.6563 -7.9995
H 2.0107 -26.1719 -9.9368
H 1.0751 -24.3403 -11.1432
N -0.4206 -17.9898 -14.5131
C -1.6991 -18.4568 -14.2724
C -1.9359 -18.3751 -12.9449
N -0.7918 -17.9052 -12.2983
C 0.1117 -17.6194 -13.2927
C 1.4969 -17.3287 -13.0883
N 2.0833 -17.3371 -11.8792
C 3.4339 -17.0236 -12.1487
C 3.6388 -16.8390 -13.4664
N 2.4217 -17.2419 -14.0755
H -0.0330 -17.7658 -15.4697
H -2.3399 -18.8358 -15.0917
H -2.8047 -18.7679 -12.3634
H 4.0496 -17.0019 -11.3014
H 4.5681 -16.6290 -13.9779
H 2.1398 -17.0408 -15.0390
N 0.0974 -15.0818 -10.5531
C -0.3634 -13.9872 -9.7657
C 0.4902 -13.4638 -8.7573
C 0.1581 -12.2412 -8.1281
C -1.0672 -11.6645 -8.4414
C -1.9469 -12.1634 -9.4086
C -1.6260 -13.3665 -10.0227
S -1.6160 -10.2978 -7.4587
O -2.8353 -9.6511 -7.9425
O -1.7473 -10.9560 -6.1609
O -0.5240 -9.3345 -7.6866
H -0.1617 -15.0532 -11.5908
H 1.1364 -15.1668 -10.5006
H 1.3506 -14.0679 -8.4461
H 0.8217 -11.7026 -7.4311
H -2.9089 -11.6293 -9.6050
H -2.3044 -13.8464 -10.7752
*
```

## Properties
- E_HOMO (spin up / spin down) (hartree) = -0.302 / -0.302
- F_max (eV/A) = 3.8
- E (a.u.) = -3775.1360